1.
61
Properties=species:S:1:pos:R:3 method="wB97M-V/def2-TZVPD" spin_multiplicity=1 lumo_ev=4.119 orbital_gap_ha=0.213 total_charge=-2 homo_ev=-1.67
Rb -0.90824 2.59807 -0.14491
C -1.23335 -0.31786 2.65794
C -0.06428 -0.86194 1.82960
C 1.00338 -1.46602 2.74162
C -0.58181 -1.83265 0.78285
C -1.08544 -3.07088 1.17091
C -1.61827 -3.95867 0.24635
C -1.65180 -3.59313 -1.09278
C -1.16463 -2.36090 -1.52101
C -1.23227 -1.99299 -2.99282
C -2.67646 -1.97454 -3.50204
C -0.36412 -2.91844 -3.85263
C -0.61833 -1.45468 -0.58102
N -0.18845 -0.18761 -0.96532
C 0.98944 -0.08835 -1.59770
C 1.94702 -1.13497 -1.75465
C 3.16027 -0.95433 -2.40790
C 3.51443 0.27271 -2.95785
C 2.59946 1.32298 -2.83861
C 1.40895 1.12820 -2.19645
F 0.54681 2.19630 -2.14880
H -0.89382 0.43823 3.36762
H -1.71304 -1.12430 3.22477
H -1.99505 0.12990 2.01623
H 0.39606 -0.03064 1.29822
H 0.60661 -2.29772 3.33557
H 1.37882 -0.70609 3.43413
H 1.84914 -1.83593 2.15735
H -1.06634 -3.34554 2.22259
H -2.00244 -4.92143 0.56497
H -2.07268 -4.28185 -1.82277
H -0.83601 -0.98323 -3.07892
H -3.10782 -2.98216 -3.50490
H -2.72163 -1.58608 -4.52527
H -3.30340 -1.34014 -2.87182
H -0.71192 -3.95705 -3.78679
H 0.67738 -2.88465 -3.52338
H -0.39947 -2.61806 -4.90626
H 1.70429 -2.09890 -1.32277
H 3.85001 -1.79070 -2.47513
H 4.46544 0.42031 -3.45312
H 2.80861 2.30667 -3.24555
F 1.02434 1.46076 7.14276
C 1.33746 1.73568 5.86059
C 0.40709 2.27937 5.00330
F -0.83366 2.53498 5.45830
C 0.74442 2.54996 3.69089
F -0.23390 3.06934 2.92364
C 2.01145 2.31511 3.14047
S 2.39853 2.64888 1.48957
C 2.91721 1.76388 4.05916
F 4.17199 1.47954 3.67845
C 2.60181 1.48449 5.37411
F 3.52881 0.95841 6.20004
Cl -2.62748 6.02766 -3.74739
C -2.21624 4.76194 -2.55029
Cl -1.14371 5.47282 -1.28697
C -3.47175 4.02968 -1.91426
O -4.52645 4.14434 -2.53713
O -3.17676 3.37959 -0.87863
H -1.60818 4.04263 -3.08617


2.
59
Properties=species:S:1:pos:R:3 method="wB97M-V/def2-TZVPD" spin_multiplicity=6 lumo_ev="3.966 / 3.960" orbital_gap_ha="0.118 / 0.141" total_charge=-2 homo_ev="0.74 / 0.14"
Mn -1.04041 -0.72743 -1.34206
Cl 0.74948 -8.12435 -1.60566
C 0.54761 -6.40471 -1.34659
C -0.39957 -5.70190 -2.07374
C -0.53850 -4.34501 -1.86535
Cl -1.71120 -3.45228 -2.78842
C 0.23744 -3.59923 -0.93360
O 0.11910 -2.34566 -0.74670
C 1.18511 -4.39368 -0.23073
Cl 2.20774 -3.58650 0.92772
C 1.34418 -5.75165 -0.42196
H -1.02272 -6.20399 -2.80052
H 2.08627 -6.29502 0.14635
N 0.50736 0.45168 -0.22643
S 1.17717 0.10361 1.14283
C 0.60268 1.23122 2.41776
C 0.79266 2.60441 2.30264
C 0.21717 3.44719 3.23513
C -0.54866 2.92073 4.27333
C -0.73541 1.55340 4.38087
C -0.15526 0.70114 3.44690
C 2.89408 0.66184 1.10111
C 3.44899 0.94446 -0.13494
C 4.78569 1.31574 -0.21400
C 5.55953 1.39090 0.93404
C 4.99661 1.09024 2.16984
C 3.66409 0.72244 2.25638
H 0.47098 1.44254 -0.45863
H 1.37670 3.00388 1.48108
H 0.34876 4.51865 3.14814
H -1.01812 3.58667 4.98643
H -1.35500 1.13240 5.16158
H -0.32149 -0.36745 3.50842
H 2.82556 0.86014 -1.01819
H 5.22298 1.54081 -1.17870
H 6.60176 1.67783 0.86937
H 5.59931 1.14383 3.06814
H 3.21765 0.49472 3.21733
C -1.43609 1.26685 -5.04123
C -1.95592 1.41344 -3.58930
C -3.50352 1.38267 -3.64251
C -1.53553 2.81792 -3.08911
N -1.43353 0.40150 -2.76936
H -1.82787 2.05299 -5.70453
H -1.73329 0.29140 -5.43112
H -0.34500 1.31258 -5.03705
H -3.92333 2.17630 -4.27921
H -3.89595 1.49385 -2.62963
H -3.82548 0.41113 -4.02309
H -1.93237 3.62611 -3.72150
H -0.44427 2.87861 -3.07504
H -1.90040 2.95582 -2.06851
N -2.42655 -0.71629 0.45073
C -2.90797 -0.52163 1.48335
C -3.49593 -0.28548 2.73804
C -2.96175 -0.88483 3.89548
N -2.50506 -1.37554 4.84046
C -4.54298 0.65293 2.88067
N -5.40753 1.40807 3.02331


3.
58
Properties=species:S:1:pos:R:3 method="wB97M-V/def2-TZVPD" spin_multiplicity=5 lumo_ev="-10.352 / -13.943" orbital_gap_ha="0.285 / 0.160" total_charge=+3 homo_ev="-18.12 / -18.29"
Ru -0.05852 0.31130 -0.38259
O -0.81104 0.04538 -4.22278
C -0.29416 -0.22723 -3.11290
N 0.18530 0.76495 -2.29373
C 0.12235 2.15323 -2.77347
C -0.16209 2.96386 -1.49744
C -0.22911 4.32474 -1.47566
C -0.70038 5.00729 -0.35168
C -1.26718 4.25282 0.69531
C -1.10087 2.89992 0.67102
N -0.41098 2.25375 -0.31033
C -0.11927 -1.58300 -2.57826
C -0.45101 -2.69718 -3.24515
C -0.10381 -3.91067 -2.63268
C 0.35558 -3.94295 -1.33014
C 0.42678 -2.79009 -0.65332
N 0.12938 -1.63602 -1.25939
H -0.67753 2.10441 -3.54621
H 1.02641 2.54834 -3.21369
H 0.27486 4.88615 -2.24951
H -0.46383 6.04729 -0.23883
H -1.74489 4.75537 1.51001
H -1.37540 2.18729 1.48172
H -0.72824 -2.66273 -4.30146
H -0.09569 -4.86339 -3.16716
H 0.62223 -4.91795 -0.87118
H 0.51621 -2.72186 0.42563
F 6.42940 -0.06314 2.78934
C 5.99281 0.82131 1.77489
F 6.95918 0.67522 0.76799
F 6.07769 2.04981 2.29851
C 4.62131 0.47732 1.31201
C 3.55005 0.90103 2.11029
C 2.24417 0.73036 1.60493
N 2.00687 0.31749 0.38954
C 3.03565 -0.12239 -0.41207
C 4.33530 -0.03208 0.03230
H 3.68944 1.28476 3.10050
H 1.46310 0.82960 2.28496
H 2.80084 -0.52963 -1.38038
H 5.13124 -0.35807 -0.63662
C -1.24120 -1.42795 3.41798
C -1.36388 -0.93906 2.00273
O -0.33309 -0.38990 1.48794
C -2.56717 -1.21220 1.27199
C -3.64938 -1.91623 1.93570
C -4.88088 -2.03981 1.41578
C -5.15388 -1.35793 0.20914
C -4.16645 -0.75722 -0.51077
C -2.83641 -0.75302 -0.04423
H -0.32467 -0.97245 3.91325
H -1.09950 -2.53908 3.33823
H -2.11647 -1.18914 3.98354
H -3.34107 -2.34493 2.88417
H -5.58877 -2.60852 1.95672
H -6.18051 -1.25914 -0.09381
H -4.27183 -0.44473 -1.52315
H -2.08695 -0.38329 -0.75754


4.
54
Properties=species:S:1:pos:R:3 method="wB97M-V/def2-TZVPD" spin_multiplicity=1 lumo_ev=0.551 orbital_gap_ha=0.296 homo_ev=-7.51
F -0.50860 -1.13619 -2.09987
C 0.67060 -0.50149 -2.33669
C 1.26570 -0.67507 -3.57139
C 2.46482 -0.03379 -3.82809
C 3.04286 0.76304 -2.85374
C 2.42842 0.92146 -1.62442
C 1.22615 0.28939 -1.34040
C 0.53973 0.45321 -0.00116
C -0.53508 1.49099 -0.05658
N -1.29270 1.81249 -1.15216
C -2.21131 2.75588 -0.78158
C -3.19229 3.39406 -1.52710
C -3.98255 4.32322 -0.88390
C -3.80377 4.61530 0.47077
C -2.83365 3.98653 1.21820
C -2.01921 3.04158 0.59553
C -0.94894 2.20871 1.02805
C -0.21278 2.06811 2.31361
C 1.26145 1.86734 1.92277
N 1.52190 0.74988 1.03553
C 2.09709 -0.44647 1.63300
C 1.13146 -1.27311 2.42770
C 0.70725 -1.05526 3.70770
C -0.29925 -2.00621 4.01061
C -0.46863 -2.77330 2.90421
N 0.40289 -2.34219 1.92706
C 0.49445 -2.97015 0.70428
N 1.53807 -2.71345 -0.08002
C 1.58680 -3.33490 -1.24363
C 0.60505 -4.22281 -1.65339
C -0.43279 -4.43008 -0.75411
N -0.49032 -3.81987 0.41161
H 0.79028 -1.30517 -4.30713
H 2.94414 -0.15994 -4.78682
H 3.97876 1.26225 -3.05378
H 2.87555 1.52921 -0.85417
H 0.03066 -0.50028 0.22517
H -1.21939 1.39362 -2.06314
H -3.33107 3.16758 -2.57438
H -4.75620 4.83697 -1.43542
H -4.44507 5.35039 0.93513
H -2.70268 4.21573 2.26543
H -0.57303 1.20305 2.87741
H -0.31933 2.95684 2.93660
H 1.59118 2.78141 1.40928
H 1.87887 1.74004 2.81261
H 2.90850 -0.12506 2.29048
H 2.51975 -1.04412 0.82384
H 1.07858 -0.29878 4.37154
H -0.82485 -2.09965 4.94009
H -1.12077 -3.59944 2.71064
H 2.44791 -3.10041 -1.85715
H 0.64406 -4.71982 -2.60735
H -1.25071 -5.10607 -0.96818